1.
Formula: C5H7NS2
Source: the OMol25 dataset
Level of theory: ωB97M-V/def2-TZVPD

```
15
Properties=species:S:1:pos:R:3:mulliken_charge:R:1
C -2.04 1.69 0.13 0.223
C -3.37 1.13 0.06 -0.300
C 1.62 -0.41 -0.25 0.188
C 0.63 -1.22 0.22 -0.434
C 3.06 -0.79 -0.12 -1.097
N -0.92 1.08 0.22 -0.447
S -3.71 -0.50 0.33 -0.205
S -1.11 -1.01 0.11 0.006
H -2.02 2.84 -0.02 0.278
H -4.24 1.69 -0.23 0.310
H 1.37 0.38 -1.02 0.291
H 0.82 -2.05 0.91 0.251
H 3.09 -1.12 -1.09 0.300
H 3.75 -0.06 0.18 0.353
H 3.07 -1.65 0.56 0.285
```

Relative energy (zero: lowest compared OMol25 entry of this formula, charge and spin)   95.71 kcal/mol
Highest occupied orbital energy   -8.303 eV
Electronic energy   -28454.717 eV

2.
Formula: C31H58BrN5Si4W
Source: the OMol25 dataset
Level of theory: ωB97M-V/def2-TZVPD

```
100
Properties=species:S:1:pos:R:3:mulliken_charge:R:1
W -0.41 0.17 0.12 2.646
C -0.47 1.94 2.78 -0.594
C 0.37 2.67 1.77 -0.901
N -0.20 2.46 0.42 -0.100
C -1.25 3.44 -0.01 -2.289
C -3.18 1.85 0.76 -2.413
N -2.61 0.51 0.55 -0.283
C -2.92 -0.34 1.73 -0.296
C -1.98 0.01 2.89 -1.047
N -0.68 0.52 2.37 -0.393
H -1.45 2.42 2.87 0.339
H -0.02 1.98 3.78 0.553
H 1.38 2.26 1.75 0.164
H 0.45 3.73 2.02 0.564
H 0.57 2.60 -0.22 0.333
H -0.92 3.86 -0.97 0.295
H -1.22 4.26 0.70 0.433
H -4.27 1.77 0.66 0.621
H -3.00 2.15 1.79 1.030
H -3.10 0.09 -0.23 -0.252
H -2.76 -1.37 1.42 -0.250
H -3.96 -0.23 2.03 0.699
H -1.80 -0.89 3.48 0.444
H -2.42 0.74 3.56 0.368
H 0.05 -0.02 2.81 -0.140
Br -0.60 1.36 -2.30 0.147
C -2.44 1.88 -2.54 0.336
C -2.93 1.49 -3.78 -0.886
C -4.22 1.83 -4.14 -1.116
C -4.98 2.58 -3.28 -0.864
C -4.47 3.00 -2.04 1.069
C -5.28 3.89 -1.25 -1.171
C -4.76 4.51 -0.12 -0.836
C -3.54 4.16 0.36 -1.381
C -2.73 3.00 -0.18 4.023
C -3.16 2.63 -1.61 -0.606
H -2.30 0.93 -4.46 0.662
H -4.61 1.53 -5.10 0.462
H -5.98 2.89 -3.55 0.439
H -6.27 4.13 -1.62 0.440
H -5.34 5.28 0.38 0.466
H -3.16 4.63 1.25 0.420
C -2.02 -3.70 2.72 -1.243
Si -0.17 -3.35 2.65 1.370
C 0.69 -5.00 2.52 -1.417
C 0.41 -2.48 4.24 -1.460
Si 0.45 -1.99 0.76 -1.176
Si -1.40 -1.91 -1.25 1.248
C -3.29 -2.03 -1.14 -1.720
C -1.07 -1.74 -3.10 -1.197
C -0.91 -3.75 -1.01 -1.917
Si 2.46 -2.77 -0.27 1.347
C 2.65 -4.63 -0.37 -1.244
C 2.63 -2.07 -2.00 -0.929
C 3.79 -2.13 0.90 -1.107
H -2.18 -4.54 3.40 0.503
H -2.42 -4.00 1.75 0.316
H -2.63 -2.88 3.09 0.388
H 0.37 -5.63 3.34 0.451
H 1.78 -4.90 2.58 0.339
H 0.46 -5.52 1.59 0.393
H -0.37 -2.49 5.00 0.443
H 0.76 -1.46 4.12 0.360
H 1.26 -3.03 4.65 0.475
H -3.86 -1.14 -1.41 0.475
H -3.68 -2.42 -0.20 0.398
H -3.55 -2.77 -1.90 0.610
H -1.71 -0.98 -3.55 0.138
H -1.34 -2.70 -3.55 0.567
H -0.04 -1.52 -3.37 0.197
H -0.94 -4.15 0.01 0.319
H 0.06 -3.97 -1.44 0.169
H -1.63 -4.36 -1.57 0.578
H 1.88 -5.12 -0.97 0.370
H 2.68 -5.10 0.60 0.333
H 3.61 -4.82 -0.87 0.416
H 2.14 -2.73 -2.72 0.412
H 3.68 -2.02 -2.28 0.507
H 2.19 -1.08 -2.13 0.012
H 3.79 -2.71 1.83 0.385
H 3.68 -1.08 1.16 0.169
H 4.78 -2.27 0.45 0.450
N 1.65 0.56 -0.24 -0.298
C 2.72 0.97 -0.47 -0.141
N 3.90 1.43 -0.72 0.505
C 4.33 1.63 -2.13 -0.607
C 5.23 2.84 -2.23 -0.773
C 6.38 2.77 -1.24 -0.645
C 5.85 2.60 0.18 -0.882
C 4.98 1.36 0.29 -0.583
H 3.43 1.73 -2.73 0.472
H 4.85 0.72 -2.45 0.271
H 4.64 3.74 -2.05 0.280
H 5.60 2.91 -3.26 0.381
H 7.00 3.66 -1.31 0.350
H 7.02 1.91 -1.49 0.330
H 5.26 3.48 0.46 0.298
H 6.67 2.53 0.90 0.386
H 4.52 1.27 1.27 0.526
H 5.57 0.46 0.10 0.267
```

Relative energy (zero: lowest compared OMol25 entry of this formula, charge and spin)   50.52 kcal/mol
Highest occupied orbital energy (spin up / spin down)   -12.162 / -12.002 eV
Multiplicity   3
Total charge   +2
Electronic energy   -143905.119 eV

3.
Formula: BrHNO2S
Source: the OMol25 dataset
Level of theory: ωB97M-V/def2-TZVPD

```
6
Properties=species:S:1:pos:R:3:mulliken_charge:R:1
N 1.09 -0.09 -0.56 -0.402
O -0.52 -1.93 0.06 -0.524
O -1.21 0.56 0.31 -0.580
S 0.03 -0.67 0.55 0.379
Br 1.92 1.29 0.26 -0.198
H -1.30 0.84 -0.62 0.325
```

Relative energy (zero: lowest compared OMol25 entry of this formula, charge and spin)   14.17 kcal/mol
Highest occupied orbital energy   -3.487 eV
Total charge   -1
Electronic energy   -86478.765 eV

4.
Formula: C13H37O6S5
Source: the OMol25 dataset
Level of theory: ωB97M-V/def2-TZVPD

```
61
Properties=species:S:1:pos:R:3:mulliken_charge:R:1
C 4.33 -9.69 -18.72 0.379
C 4.64 -8.69 -19.80 -0.080
C 5.48 -7.46 -19.17 -0.919
O 5.23 -9.38 -20.87 -0.893
H 3.90 -9.13 -17.89 -0.568
H 5.25 -10.20 -18.43 0.266
H 3.51 -10.34 -19.05 0.040
H 3.76 -8.14 -20.15 0.106
H 5.62 -6.71 -19.95 0.422
H 6.39 -7.82 -18.68 -0.115
H 4.79 -7.01 -18.46 0.335
C 8.77 -9.43 -19.88 -0.548
S 10.35 -8.84 -19.08 0.371
O 10.27 -7.34 -19.11 -0.592
C 9.83 -9.22 -17.29 -0.526
H 9.03 -9.48 -20.94 0.393
H 7.96 -8.70 -19.81 0.009
H 8.48 -10.37 -19.41 0.320
H 8.75 -9.05 -17.25 -0.148
H 10.23 -8.65 -16.45 0.332
H 10.09 -10.26 -17.09 0.398
C 4.24 -13.64 -19.44 -0.810
S 5.22 -13.46 -20.93 0.527
O 4.22 -12.88 -21.96 -0.591
C 5.23 -15.30 -21.20 -0.962
H 4.62 -14.41 -18.77 0.475
H 3.18 -13.80 -19.64 0.311
H 4.49 -12.79 -18.80 0.105
H 5.55 -15.55 -22.22 0.324
H 4.18 -15.56 -21.09 0.288
H 5.76 -15.86 -20.43 0.327
C 0.69 -9.29 -17.69 -0.444
S -0.10 -10.83 -17.35 0.400
O -1.17 -11.04 -18.48 -0.674
C 1.18 -12.09 -17.91 -0.887
H 1.01 -8.86 -16.74 0.186
H -0.01 -8.64 -18.22 0.395
H 1.52 -9.19 -18.39 0.001
H 2.14 -11.92 -17.43 0.256
H 1.32 -12.09 -18.99 0.299
H 0.59 -12.98 -17.67 0.424
C 6.26 -4.32 -16.88 -0.621
S 7.78 -5.10 -16.05 0.332
O 7.57 -6.60 -16.05 -0.488
C 8.82 -4.92 -17.60 -0.782
H 6.52 -3.43 -17.46 0.422
H 5.59 -3.98 -16.10 0.331
H 5.85 -5.02 -17.62 0.008
H 8.23 -5.40 -18.38 0.187
H 9.71 -5.53 -17.47 0.274
H 9.13 -3.89 -17.78 0.434
C 5.02 -9.44 -15.51 -0.820
S 3.74 -8.22 -15.46 0.595
O 2.55 -8.95 -14.79 -0.709
C 4.45 -6.83 -14.29 -0.714
H 5.49 -9.45 -14.53 0.419
H 5.83 -9.28 -16.22 0.115
H 4.57 -10.43 -15.59 0.374
H 5.30 -6.39 -14.81 0.003
H 4.71 -7.27 -13.33 0.342
H 3.77 -5.98 -14.15 0.367
```

Relative energy (zero: lowest compared OMol25 entry of this formula, charge and spin)   29.22 kcal/mol
Highest occupied orbital energy   -2.870 eV
Total charge   -1
Electronic energy   -80535.737 eV

5.
Formula: C17H49N2O15S6
Source: the OMol25 dataset
Level of theory: ωB97M-V/def2-TZVPD

```
89
Properties=species:S:1:pos:R:3:mulliken_charge:R:1
C 1.28 -6.62 -0.09 -0.676
C 0.45 -7.97 -0.57 -0.388
N -0.36 -8.63 0.52 -0.280
S -1.63 -7.56 1.08 0.300
N -2.68 -7.04 -0.25 -0.549
H 1.81 -6.16 -1.03 0.361
H 0.58 -5.80 0.41 0.081
H 2.04 -6.96 0.76 0.265
H -0.22 -7.64 -1.48 0.195
H 1.28 -8.70 -1.01 0.357
H -0.70 -9.58 0.27 0.334
H -2.43 -8.33 1.98 0.314
H -2.48 -6.02 -0.35 0.353
H -2.39 -7.47 -1.15 0.324
O -0.23 -3.43 2.03 -0.694
S -0.09 -3.62 3.46 1.253
O -0.65 -2.68 4.41 -0.520
O 1.48 -3.86 3.81 -0.295
C 2.43 -2.92 3.37 -0.316
C 2.45 -1.68 4.25 -0.963
C -0.68 -5.24 3.87 -0.939
H 2.26 -2.65 2.32 0.300
H 3.41 -3.41 3.42 0.295
H 1.52 -1.11 4.14 0.239
H 3.28 -1.03 3.98 0.398
H 2.54 -1.96 5.30 0.273
H -0.21 -5.96 3.20 0.172
H -1.76 -5.25 3.75 0.393
H -0.42 -5.45 4.91 0.400
O -2.58 2.65 6.78 -0.638
S -3.19 1.48 7.37 1.232
O -2.41 0.48 8.06 -0.613
O -4.12 0.75 6.26 -0.305
C -3.55 0.40 5.00 -0.349
C -2.72 -0.86 5.10 -0.829
C -4.50 2.01 8.45 -0.927
H -2.96 1.24 4.60 0.307
H -4.38 0.23 4.31 0.249
H -1.82 -0.69 5.71 0.335
H -2.40 -1.19 4.11 0.339
H -3.29 -1.66 5.58 0.222
H -5.13 2.72 7.91 0.312
H -4.04 2.49 9.32 0.373
H -5.07 1.14 8.76 0.311
O -4.26 1.00 2.00 -0.538
S -3.71 1.80 0.92 1.051
O -4.54 2.69 0.14 -0.581
O -2.90 0.82 -0.10 -0.169
C -3.55 -0.32 -0.63 -0.361
C -4.48 0.06 -1.77 -0.825
C -2.32 2.71 1.53 -0.764
H -4.09 -0.86 0.16 0.342
H -2.78 -0.99 -1.00 0.274
H -5.33 0.65 -1.41 0.290
H -4.87 -0.84 -2.26 0.421
H -3.95 0.67 -2.51 0.081
H -1.66 2.02 2.06 0.282
H -2.68 3.48 2.21 0.396
H -1.80 3.17 0.68 0.160
O -0.59 4.57 -1.63 -0.667
S -0.75 3.38 -2.43 1.181
O -0.07 2.14 -2.10 -0.622
O -0.46 3.73 -3.99 -0.241
C 0.76 4.37 -4.33 -0.343
C 1.91 3.38 -4.37 -0.748
C -2.48 3.04 -2.60 -0.644
H 0.98 5.20 -3.65 0.321
H 0.63 4.80 -5.33 0.268
H 2.14 3.00 -3.37 0.296
H 2.82 3.85 -4.76 0.200
H 1.66 2.51 -4.99 0.259
H -2.99 3.95 -2.91 0.392
H -2.86 2.71 -1.62 0.028
H -2.62 2.24 -3.33 0.273
O 4.52 5.36 -6.00 -0.587
S 5.41 5.33 -7.14 1.187
O 5.35 4.29 -8.14 -0.615
O 6.95 5.45 -6.61 -0.284
C 7.40 4.53 -5.62 -0.299
C 7.74 3.19 -6.23 -0.981
C 5.34 6.91 -7.95 -0.972
H 6.67 4.43 -4.82 0.303
H 8.31 4.96 -5.18 0.270
H 6.84 2.68 -6.60 0.289
H 8.22 2.54 -5.50 0.384
H 8.41 3.31 -7.09 0.265
H 5.45 7.70 -7.21 0.317
H 4.36 6.99 -8.44 0.368
H 6.13 6.96 -8.70 0.336
```

Highest occupied orbital energy   -11.795 eV
Total charge   +1
Electronic energy   -117115.796 eV